(1)
Computed, not measured: a molecular structure, C21H26N2O4S2, with ωB97M-V/def2-TZVPD.

Results
calculated total energy = -55040.0633 eV
frontier orbital gap = 8.72 eV
total charge = 0
energy above the lowest of the compared OMol25 structures with the same formula, charge and spin = 0.540 eV

Last column: natural (NBO) charge in e.
Atoms and positions in Å:
C  -2.6613  -5.3627  -0.5827  -0.7178
C  -1.2961  -5.2796  0.0536  0.5756
O  -0.8587  -6.1729  0.7438  -0.5357
C  -0.5083  -4.0460  -0.1995  -0.1850
C  0.7051  -3.8953  0.4709  -0.1286
C  1.4880  -2.7737  0.2999  -0.2808
C  1.0752  -1.7546  -0.5606  0.2535
C  -0.1269  -1.9108  -1.2527  -0.2480
C  -0.9070  -3.0329  -1.0701  -0.1554
H  -1.8276  -3.1150  -1.6254  0.2168
H  -0.4483  -1.1393  -1.9304  0.2481
N  1.8737  -0.6192  -0.7595  -0.4404
C  1.4141  0.5724  -1.1959  0.3573
N  0.1630  0.8652  -1.3373  -0.6460
C  -0.0897  2.1516  -1.7069  0.6926
O  0.8168  2.9653  -1.8647  -0.5945
C  -1.5374  2.4869  -1.9193  -0.4915
C  -2.4597  1.7999  -0.9123  -0.3787
C  -2.1781  2.2317  0.5263  -0.2229
C  -3.0897  1.5029  1.5401  -0.4015
H  -2.4871  0.9105  2.2286  0.2058
C  -3.8432  2.5978  2.3026  -0.4009
H  -4.7895  2.8186  1.8063  0.1943
H  -4.0573  2.3128  3.3316  0.2101
C  -2.9224  3.8095  2.2046  -0.3967
H  -3.4334  4.7468  2.4207  0.2095
H  -2.0877  3.7018  2.8990  0.1950
C  -2.4216  3.7305  0.7659  -0.4084
H  -1.5245  4.3258  0.6032  0.2153
H  -3.2019  4.0908  0.0926  0.1923
H  -3.7777  0.8238  1.0374  0.2044
H  -1.1330  1.9970  0.7470  0.2014
H  -2.3190  0.7209  -0.9897  0.2185
H  -3.4959  2.0346  -1.1658  0.2033
H  -1.7920  2.1534  -2.9297  0.2367
H  -1.6455  3.5712  -1.8867  0.2301
S  2.6776  1.7305  -1.5498  0.3825
C  3.9758  0.4144  -1.2690  -0.3852
C  5.2242  0.9761  -0.6258  -0.6714
H  6.1369  0.7108  -1.1496  0.2622
H  5.1748  2.0516  -0.4811  0.2562
S  5.2643  0.2105  1.0305  2.1730
O  5.6631  1.1413  2.0427  -0.9215
O  5.9537  -1.0455  0.9573  -0.9436
C  3.4770  -0.1399  1.0742  -0.6775
H  3.2623  -0.8877  1.8284  0.2597
C  3.2743  -0.6006  -0.3602  -0.0571
H  3.7067  -1.5965  -0.4935  0.2473
H  2.9534  0.7878  1.2889  0.2522
H  4.1889  -0.0274  -2.2452  0.2371
H  2.4133  -2.7053  0.8475  0.2159
H  1.0201  -4.6822  1.1396  0.2411
H  -3.2680  -4.5098  -0.2877  0.2296
H  -2.5657  -5.3661  -1.6665  0.2308
H  -3.1478  -6.2815  -0.2659  0.2409

(2)
Computed, not measured: a molecular structure, C21H26N4O3Rh, with ωB97M-V/def2-TZVPD.

Results
calculated total energy = -37307.4865 eV
frontier orbital gap = 7.57 eV
total charge = +1

Last column: natural (NBO) charge in e.
Atoms and positions in Å:
Rh  0.1063  0.1897  0.2870  1.1796
N  1.8361  0.8997  1.3056  -0.7546
C  1.9512  1.8039  2.4935  -0.2111
C  0.5929  2.2299  3.0015  -0.4196
C  -0.2108  1.0291  3.5211  -0.4326
C  -1.5924  0.9719  2.9140  -0.2118
N  -1.5312  0.8351  1.4253  -0.7289
H  2.2911  0.0115  1.5028  0.4129
H  2.3621  1.3158  0.5431  0.3959
H  2.5538  2.6677  2.2155  0.2097
H  2.4895  1.2708  3.2777  0.2050
H  0.0652  2.7308  2.1844  0.2039
H  0.7278  2.9774  3.7843  0.2331
H  -0.3047  1.0642  4.6072  0.2326
H  0.2989  0.0949  3.2790  0.2264
H  -2.1475  1.8821  3.1480  0.2024
H  -2.1596  0.1313  3.3104  0.2157
H  -1.7655  1.7173  0.9742  0.4091
H  -2.2589  0.1866  1.1391  0.4036
C  2.8885  -0.7336  -2.8124  -0.7063
C  1.8941  0.0717  -2.0227  0.5995
O  1.5215  -0.4882  -0.9612  -0.5835
C  1.4752  1.3751  -2.4731  -0.2918
C  2.0335  1.8549  -3.6923  -0.1301
C  1.7304  3.0788  -4.2080  -0.2701
C  0.8335  3.9051  -3.5073  -0.1225
C  0.2705  3.4908  -2.3339  -0.2869
C  0.5566  2.2202  -1.7744  0.4045
O  -0.0655  1.9350  -0.6662  -0.7027
H  3.0839  -1.6590  -2.2791  0.2508
H  3.8206  -0.1853  -2.9467  0.2465
H  2.4926  -0.9652  -3.8015  0.2488
H  2.7235  1.2247  -4.2336  0.2178
H  2.1720  3.4090  -5.1369  0.2308
H  0.5854  4.8831  -3.8997  0.2276
H  -0.4212  4.1191  -1.7889  0.2285
O  0.3546  -1.4510  1.3808  -0.7170
C  -0.4417  -2.4974  1.4141  0.3697
C  -0.2317  -3.4200  2.4614  -0.2305
C  -1.0106  -4.5397  2.6065  -0.1707
C  -2.0555  -4.8004  1.7131  -0.2570
C  -2.2743  -3.9220  0.6834  -0.1502
C  -1.4811  -2.7735  0.4989  -0.2493
C  -1.7451  -1.9181  -0.6472  0.4121
N  -1.2823  -0.6912  -0.8648  -0.4680
C  -1.8051  -0.2337  -2.0603  -0.0910
C  -2.5922  -1.2026  -2.5787  -0.0645
N  -2.5517  -2.2455  -1.6806  -0.4980
H  0.5766  -3.2070  3.1487  0.2184
H  -0.8169  -5.2217  3.4242  0.2244
H  -2.6827  -5.6718  1.8334  0.2269
H  -3.0997  -4.1200  0.0095  0.1947
H  -1.5763  0.7443  -2.4423  0.2418
H  -3.1726  -1.2427  -3.4822  0.2411
H  -3.0110  -3.1319  -1.7937  0.4354

(3)
Computed, not measured: a molecular structure, C21H26N5O2Pd, with ωB97M-V/def2-TZVPD.

Results
calculated total energy = -37196.8880 eV
frontier orbital gap (spin up / spin down) = 6.40 / 6.40 eV
total charge = +3
energy above the lowest of the compared OMol25 structures with the same formula, charge and spin = 0.376 eV

Last column: natural (NBO) charge in e.
Atoms and positions in Å:
Pd  -0.5324  1.9020  0.0245  0.9024
N  -0.4598  1.0046  1.8842  -0.7765
C  -0.4667  2.1792  2.8103  -0.2483
C  -1.5993  3.1255  2.4329  -0.2506
N  -1.7858  3.1991  0.9380  -0.5531
C  -1.6902  4.5499  0.2666  -0.2484
C  -0.5180  4.5995  -0.6970  -0.2504
N  -0.4661  3.3144  -1.4576  -0.7575
H  0.3597  0.4330  2.0723  0.4145
H  -1.2642  0.3977  2.0364  0.4153
H  -0.5751  1.8647  3.8489  0.2504
H  0.4998  2.6699  2.7068  0.2262
H  -2.5430  2.7945  2.8652  0.2342
H  -1.3953  4.1190  2.8283  0.2520
H  -2.7262  2.8625  0.7544  0.4191
H  -2.6292  4.7193  -0.2598  0.2351
H  -1.5952  5.3291  1.0210  0.2516
H  -0.6123  5.4517  -1.3709  0.2555
H  0.4239  4.6972  -0.1591  0.2259
H  -1.2370  3.2473  -2.1204  0.4140
H  0.3889  3.2588  -2.0072  0.4281
C  -4.6783  -1.0871  -0.0218  -0.2691
O  -3.2294  -1.1703  -0.1179  -0.4339
C  -2.6975  -1.9467  -1.0214  0.4724
C  -3.4187  -2.6396  -2.0002  -0.3384
C  -2.7478  -3.4412  -2.8906  0.0119
C  -1.3320  -3.6194  -2.8660  -0.2144
C  -0.6029  -2.9760  -1.9315  -0.1485
C  -1.2515  -2.1057  -0.9839  0.0740
N  -0.6075  -1.4759  -0.0216  -0.0459
N  0.6073  -1.7184  0.2332  -0.0951
C  1.7443  -1.1768  0.0402  0.1404
C  1.8523  0.0537  -0.8299  0.5106
O  0.8450  0.7764  -1.0240  -0.6706
C  3.1078  0.3164  -1.4147  -0.3554
C  4.2085  -0.3850  -1.0117  0.0570
C  4.1875  -1.4145  -0.0092  -0.1545
C  5.3667  -2.0315  0.4032  -0.0941
C  5.3307  -3.0216  1.3772  -0.1626
C  4.1198  -3.4029  1.9325  -0.1336
C  2.9280  -2.8064  1.5213  -0.1754
C  2.9621  -1.8124  0.5594  -0.0170
H  -5.0908  -2.0781  0.1555  0.2240
H  -5.0886  -0.6425  -0.9262  0.2107
H  -4.8716  -0.4516  0.8344  0.2215
H  -4.4933  -2.5566  -2.0554  0.2639
H  -3.3203  -3.9767  -3.6386  0.2623
H  -0.8677  -4.2825  -3.5819  0.2676
H  0.4680  -3.1154  -1.8650  0.2419
H  3.1836  1.1257  -2.1274  0.2583
H  5.1710  -0.1299  -1.4424  0.2550
H  6.3088  -1.7356  -0.0410  0.2470
H  6.2473  -3.4962  1.6992  0.2600
H  4.0938  -4.1734  2.6913  0.2544
H  1.9889  -3.1215  1.9575  0.2361

(4)
Computed, not measured: a molecular structure, C21H26N6O5OsTe, with ωB97M-V/def2-TZVPD.

Results
calculated total energy = -51137.6497 eV
frontier orbital gap (spin up / spin down) = 5.70 / 5.69 eV
total charge = 0
energy above the lowest of the compared OMol25 structures with the same formula, charge and spin = 0.000 eV

Last column: natural (NBO) charge in e.
Atoms and positions in Å:
Os  -0.3446  -0.1412  0.5661  0.9180
C  -1.9137  3.6682  1.3563  -0.2466
O  -0.7015  4.3824  1.5865  -0.5221
C  0.4341  3.6973  1.9210  0.3116
C  1.2930  4.3565  2.7764  -0.2423
C  2.5050  3.7920  3.1695  -0.2234
C  2.8388  2.5482  2.6959  -0.1821
C  1.9710  1.8492  1.8463  -0.1686
C  2.4143  0.5861  1.3308  0.1562
N  1.6410  -0.2710  0.7854  -0.2764
N  2.2423  -1.4055  0.2461  -0.3705
C  1.4273  -1.9875  -0.5599  0.5650
O  0.2354  -1.4872  -0.8946  -0.7769
C  1.8324  -3.2724  -1.1763  -0.1524
C  0.8471  -4.1247  -1.6655  -0.1209
C  1.2041  -5.3450  -2.2239  -0.2321
C  2.5410  -5.7061  -2.3113  -0.1969
C  3.5235  -4.8544  -1.8193  -0.2208
C  3.1730  -3.6425  -1.2485  -0.1600
C  0.7577  2.4174  1.4145  0.2817
O  -0.0573  1.8457  0.5257  -0.6773
H  -2.6948  4.4252  1.3457  0.1862
H  -2.1066  2.9574  2.1659  0.1825
H  -1.8975  3.1350  0.4103  0.1831
H  0.9875  5.3314  3.1350  0.2253
H  3.1602  4.3251  3.8450  0.2178
H  3.7692  2.0763  2.9898  0.2132
H  3.4731  0.3454  1.3680  0.2067
H  -0.1942  -3.8404  -1.5783  0.2363
H  0.4346  -6.0140  -2.5880  0.2146
H  2.8189  -6.6524  -2.7582  0.2119
H  4.5659  -5.1407  -1.8809  0.2133
H  3.9259  -2.9728  -0.8547  0.2298
N  -2.4690  -0.0833  -0.0799  -0.7951
C  -3.2679  -1.2946  0.2579  -0.1696
C  -4.6854  -1.3166  -0.3567  -0.4273
C  -4.9705  -0.5217  -1.6333  -0.4064
C  -4.4695  -1.1759  -2.9135  -0.2231
N  -3.0229  -1.2849  -2.9167  -0.6500
C  -2.2580  -0.4579  -3.5406  0.6230
N  -2.6950  0.6522  -4.2272  -0.8254
N  -0.9066  -0.6370  -3.5120  -0.8096
C  -2.4028  -2.5440  -0.0247  0.7923
O  -2.4964  -3.1179  -1.2157  -0.7279
O  -1.6797  -2.9641  0.8430  -0.5757
H  -2.9493  0.7387  0.2743  0.3964
H  -2.4475  -0.0168  -1.0953  0.3903
H  -3.3771  -1.2992  1.3390  0.2537
H  -5.3617  -0.9312  0.4086  0.2202
H  -4.9636  -2.3601  -0.5260  0.2261
H  -4.5757  0.4973  -1.5610  0.1930
H  -6.0561  -0.4302  -1.7180  0.2201
H  -4.8727  -0.6326  -3.7751  0.1676
H  -4.8731  -2.1902  -2.9628  0.2062
H  -2.6954  -2.4377  -1.9492  0.5004
H  -3.6543  0.6576  -4.5248  0.3953
H  -2.0588  1.0522  -4.8968  0.3937
H  -0.5270  -1.2362  -2.7888  0.4396
H  -0.3200  0.1315  -3.7867  0.3881
Te  -0.8257  -0.2591  2.9993  -0.1799

What is the formula in the fourth record? C21H26N6O5OsTe

What is the calculated total energy in the fourth record? -51137.6497 eV